Computed, not measured: an isolated molecule of C9H14N4O3, with ωB97M-V/def2-TZVPD.

Calculated values
E_HOMO = -8.999 eV
largest force on an atom = 2.21 eV/A
structure (SMILES) = C[C@H](N)C(=O)N[C@@H](Cc1c[nH]cn1)C(=O)O
lowest unoccupied orbital energy = 0.52 eV
electronic energy = -796.14487 Eh
energy relative to the best compared isomer or geometry (same formula, charge and spin) = 11.4 kcal per mole

```
30
Properties=species:S:1:pos:R:3:forces:R:3
C 2.115874 -2.619003 -0.795239 0.58 1.70 -0.31
C 2.063824 -1.642913 0.433115 -1.31 -0.54 -1.30
N 0.976572 -1.964390 1.342108 -0.74 -0.34 0.21
C 1.818115 -0.223124 -0.067546 -0.24 0.30 -0.31
O 2.434819 0.199588 -1.047368 0.13 -0.16 -0.16
N 0.859218 0.512862 0.547239 0.67 -0.44 -1.09
C 0.274889 1.676598 -0.153866 0.24 -0.05 0.20
C -1.083230 1.949904 0.483981 0.03 1.16 -0.17
C -2.049827 0.897923 0.138304 -0.89 -0.08 -0.98
C -3.149501 1.014866 -0.699625 -0.67 -0.38 1.13
N -3.810327 -0.207360 -0.578482 1.68 -0.72 0.10
C -2.944045 -1.033768 0.144298 -2.16 -0.09 -0.47
N -1.922171 -0.397318 0.619961 -0.16 0.49 -0.45
C 1.242435 2.853308 0.069431 -0.26 -0.31 0.38
O 0.939076 3.829529 0.693999 -0.37 0.44 0.09
O 2.473561 2.664981 -0.347380 0.67 0.63 -0.48
H 2.805565 -2.256738 -1.573891 0.03 -0.01 0.47
H 2.449678 -3.590950 -0.495982 -0.13 -0.65 0.25
H 1.158856 -2.624475 -1.309625 -0.33 -0.31 0.25
H 3.017160 -1.662516 0.923124 0.44 0.01 0.52
H 0.089915 -2.160980 0.844604 0.80 0.36 0.23
H 1.151671 -2.776143 1.906422 0.30 -0.22 0.19
H 0.348953 0.011856 1.262517 -0.25 0.14 0.01
H 0.167215 1.468844 -1.253725 0.20 0.01 0.93
H -1.497786 2.935979 0.152215 0.60 -0.77 0.25
H -0.953718 2.016650 1.576819 -0.04 0.03 -0.36
H -3.621443 1.825462 -1.275785 0.59 -0.40 0.61
H -4.730748 -0.461314 -0.920745 0.55 0.09 -0.07
H -3.194776 -2.090264 0.272631 0.19 0.49 0.15
H 2.570181 1.852901 -0.891516 -0.17 -0.40 0.18
```
Positions in Å, forces in eV/Å.

---

Computed, not measured: a 15-piece molecular cluster, C38H112N6O22 overall, with ωB97M-V/def2-TZVPD.

Calculated values
E_HOMO = -8.188 eV
largest force on an atom = 3.53 eV/A
lowest unoccupied orbital energy = 0.23 eV
electronic energy = -3498.52870 Eh

```
178
Properties=species:S:1:pos:R:3:forces:R:3
C 1.027211 0.039694 6.082444 1.08 -0.28 -0.51
C 1.344613 -1.252914 5.341678 0.72 -0.84 0.39
C 2.165768 -1.206447 4.037738 -0.67 2.99 0.80
O 3.470255 -0.648266 4.256427 -0.12 -1.63 0.15
C 4.222116 -0.600845 3.061116 1.16 1.32 0.85
N 2.119968 -2.201552 6.222048 -1.72 0.78 -0.37
H 1.997303 0.406091 6.427978 -0.28 0.51 0.16
H 0.390824 -0.176249 6.936618 0.02 -0.02 0.02
H 0.537241 0.758601 5.425417 0.07 0.13 0.06
H 0.367654 -1.662471 5.071799 0.20 -0.49 -0.03
H 1.734848 -0.354598 3.484399 -0.70 -1.07 -1.07
H 2.216849 -2.217371 3.634163 -0.07 0.18 -0.52
H 4.082459 0.386478 2.603722 -0.26 -0.18 -0.39
H 4.139348 -1.391366 2.314083 -0.56 -0.29 0.30
H 5.255313 -0.577658 3.421737 0.11 -0.17 -0.31
H 2.006076 -3.055062 5.683394 0.78 -0.35 0.38
H 3.061853 -1.834383 6.134050 0.25 -0.60 0.08
C -3.487636 -3.265242 -5.349280 0.80 0.56 0.87
C -2.902088 -1.852150 -5.314363 -0.60 1.07 -0.54
C -2.805369 -1.299508 -3.888691 0.76 -0.76 0.22
O -2.109414 -0.064411 -3.813989 -0.43 0.17 -0.22
C -2.146337 0.534386 -2.525211 1.50 0.80 -0.22
N -1.565380 -1.840361 -5.979977 -0.74 0.10 0.05
H -3.374074 -3.684478 -6.346439 -0.49 -0.01 -0.07
H -4.503469 -3.224047 -4.962779 -0.17 -0.27 -0.40
H -2.909032 -3.898976 -4.671037 -0.01 -0.06 -0.01
H -3.549844 -1.190634 -5.901925 -0.23 -0.03 0.08
H -2.210078 -2.085438 -3.405161 -0.07 0.22 0.67
H -3.734134 -1.164245 -3.333359 -0.40 -0.48 -0.46
H -1.188786 1.067494 -2.444096 0.42 -0.67 0.37
H -2.254537 -0.216916 -1.747346 -0.10 0.16 0.22
H -2.739798 1.444779 -2.379526 -1.25 -0.70 -0.42
H -1.363132 -0.870108 -6.213252 0.29 0.00 0.36
H -1.757346 -2.247223 -6.893339 0.36 -0.24 0.05
C 2.958837 -2.347411 -0.730908 0.33 -1.36 -0.01
C 1.452784 -2.062469 -0.756127 1.59 1.59 0.38
C 1.129984 -1.371763 0.564897 -0.76 -1.31 0.04
O -0.241476 -1.013898 0.538552 0.47 0.72 0.07
C -0.590838 0.138363 1.276300 -1.82 0.59 -0.03
N 1.216465 -1.071700 -1.836270 -0.64 -0.95 -0.06
H 3.598210 -1.546061 -1.094754 -0.33 0.30 0.08
H 3.206098 -3.223663 -1.337366 -0.08 0.13 -0.19
H 3.306545 -2.654517 0.262313 -0.13 0.20 0.13
H 0.921608 -3.008027 -0.894165 -0.31 0.13 0.12
H 1.821713 -0.539479 0.721420 -0.25 0.23 -0.03
H 1.221276 -2.086250 1.393841 0.52 0.07 -0.02
H -1.627125 0.310063 0.966246 0.03 0.27 0.04
H -0.054144 1.068688 1.068396 0.52 -0.36 -0.36
H -0.703326 0.060815 2.363698 0.57 -0.65 0.03
H 0.295518 -0.668394 -1.661628 -0.05 -0.16 -0.04
H 1.081366 -1.666405 -2.657989 0.08 0.53 -0.31
C -0.300221 3.720794 -4.584500 -1.07 0.60 0.56
C -0.363800 2.507905 -5.501161 0.89 0.61 -0.28
C 0.529785 1.344269 -5.021526 -0.06 1.80 -0.52
O 1.853007 1.881842 -4.956218 -0.37 -1.20 0.54
C 2.774698 0.808331 -4.787912 0.81 0.89 -0.45
N -1.761256 2.146253 -5.737924 0.52 -0.43 0.40
H -0.983107 4.511702 -4.913564 0.10 -0.16 -0.62
H 0.658674 4.213131 -4.441857 0.25 -0.52 0.00
H -0.767394 3.518935 -3.612923 0.47 -0.45 0.14
H 0.113951 2.805360 -6.441010 -0.31 0.06 -0.15
H 0.497129 0.577766 -5.802144 -0.06 -0.42 0.24
H 0.169034 0.992546 -4.054974 0.23 -0.43 0.09
H 2.766525 0.196085 -5.695616 -0.13 -0.38 0.18
H 2.651967 0.223895 -3.874560 -0.43 -0.12 -0.06
H 3.771312 1.255983 -4.742340 -0.07 0.04 0.05
H -1.772410 1.515651 -6.535651 -0.25 0.00 0.04
H -2.011344 1.572932 -4.925265 -0.40 0.14 -0.56
C -1.900191 2.748759 3.452532 0.20 0.49 1.33
C -1.996507 4.238630 3.146424 -0.48 -0.50 -1.71
C -2.768171 4.977272 4.225074 1.32 -0.68 0.18
O -2.916078 6.341631 3.893469 -0.93 -0.37 -0.22
C -3.987263 6.939617 4.593519 -0.25 -0.25 0.06
N -0.671814 4.821232 2.914204 -0.49 1.24 0.85
H -2.800172 2.134658 3.420863 -0.14 0.25 -0.69
H -1.654173 2.707341 4.523048 0.50 -0.29 -0.09
H -1.075563 2.325464 2.885348 -0.12 -0.23 -0.04
H -2.579684 4.397283 2.222837 -0.14 -0.25 0.09
H -2.192948 4.888125 5.156466 -0.08 0.06 0.18
H -3.690498 4.400266 4.350354 -0.39 0.53 0.00
H -4.328572 7.813711 4.043677 0.40 0.32 0.20
H -3.698212 7.142771 5.626985 0.03 0.42 0.01
H -4.879686 6.304982 4.663336 0.17 -0.34 -0.19
H -0.218059 4.555762 2.047098 -0.46 -0.53 -0.10
H -0.969667 5.784219 2.742777 0.85 0.18 0.13
C -6.760975 3.709812 3.357133 1.18 0.60 0.52
C -6.768762 4.194178 1.914447 -0.22 -2.18 0.58
C -5.464200 3.794910 1.220886 -0.33 2.08 0.19
O -5.271935 2.416402 1.263437 -1.05 -0.79 -0.26
C -4.334657 1.939531 0.340779 1.66 0.01 0.59
N -7.873278 3.477453 1.211631 0.26 1.23 -0.10
H -5.888151 4.133282 3.876719 -0.15 0.12 0.05
H -6.587941 2.635245 3.412660 -0.54 -0.07 0.05
H -7.642167 4.069146 3.888588 -0.13 -0.42 0.04
H -6.891614 5.276159 1.961335 -0.07 0.02 -0.71
H -4.647803 4.346778 1.704460 0.21 -0.25 0.04
H -5.556980 4.251650 0.228427 0.27 -0.71 -0.42
H -4.503610 2.252285 -0.692397 -0.05 0.32 0.11
H -4.196163 0.854379 0.338564 -0.95 -0.10 0.30
H -3.357366 2.251045 0.746660 0.17 0.41 -0.79
H -8.736087 3.754423 1.667004 -0.12 -0.25 -0.10
H -7.722520 2.493623 1.400652 -0.12 -0.05 -0.05
O -2.210069 -3.526861 -0.940124 0.09 0.04 0.03
H -1.615118 -4.177588 -1.330249 -0.02 0.12 -0.05
H -1.662320 -2.741495 -0.809269 0.04 -0.04 0.08
O 1.424256 2.121998 -1.179012 -0.12 -0.16 -0.16
H 2.304227 1.775785 -0.995814 -0.05 0.03 -0.02
H 1.009950 1.442347 -1.726763 0.26 -0.08 0.04
C 0.818285 -3.923932 -4.813566 0.55 1.07 -1.24
C 1.875866 -3.048388 -5.473074 1.10 1.26 -0.07
O 2.959827 -2.692198 -4.601172 -0.05 -0.72 0.89
O -0.005482 -3.133946 -3.978324 -0.07 -0.46 0.42
H 1.323134 -4.761460 -4.335670 -0.36 0.06 0.57
H 0.237552 -4.299252 -5.661127 -0.16 -0.32 0.10
H 1.451249 -2.067749 -5.719226 -0.58 -0.34 -0.41
H 2.326761 -3.471294 -6.377489 -0.40 -0.34 -0.02
H 3.671317 -2.227024 -5.066157 -0.29 0.14 -0.40
H -0.597297 -2.623941 -4.586102 0.52 -0.22 0.05
C -1.627475 5.984552 -0.731614 0.02 1.74 0.79
C -0.931965 4.698776 -1.095746 -0.64 -0.03 -1.05
O -0.134428 4.119689 -0.094957 -0.11 -0.05 -0.15
O -2.908845 5.839490 -0.129023 -0.04 -1.45 0.28
H -1.681378 6.676586 -1.575836 -0.20 -0.47 -0.48
H -1.001409 6.565893 -0.043452 0.27 -0.34 0.22
H -0.339138 4.927100 -1.988479 0.30 0.09 0.16
H -1.685346 3.990191 -1.470402 -0.18 -0.02 0.23
H 0.361765 3.414212 -0.556988 0.14 0.20 0.57
H -3.533325 6.555561 -0.238313 0.45 0.40 -0.35
C 4.708045 -4.875477 3.018770 0.23 0.93 -0.35
C 3.486182 -5.747271 2.955980 -0.53 0.53 -0.82
O 3.602246 -6.579386 1.799217 0.24 -0.42 0.63
O 4.501785 -4.033104 4.144142 0.08 -0.11 0.31
H 4.784686 -4.241118 2.124135 -0.16 -0.23 -0.12
H 5.646156 -5.439995 3.048752 -0.20 -0.23 0.34
H 2.604735 -5.119598 2.780625 0.08 0.28 0.32
H 3.342640 -6.194481 3.944158 0.16 -0.70 -0.28
H 2.980838 -7.310046 1.862173 0.01 0.04 0.02
H 5.296130 -3.529852 4.342126 0.00 0.00 -0.08
C 6.980508 -0.436536 -1.198316 1.48 -1.05 1.27
C 7.801252 -1.694219 -0.880832 -0.46 -1.36 -0.04
O 8.978480 -1.423061 -0.121677 -0.13 0.95 -0.06
O 7.785769 0.424366 -1.987627 -0.46 -0.01 -0.22
H 6.754861 0.006422 -0.219020 -0.15 0.29 -0.17
H 6.052527 -0.766982 -1.659886 0.12 0.31 -0.47
H 8.103299 -2.228506 -1.791844 -0.18 0.36 -0.24
H 7.212655 -2.434879 -0.322257 -0.36 0.31 -0.05
H 9.482874 -2.233938 -0.046524 0.06 -0.07 -0.03
H 8.686042 0.276838 -1.671374 -0.01 0.22 -0.03
C -4.585135 -0.453695 3.716742 -0.73 0.37 0.05
C -5.024099 0.006527 5.095320 0.45 1.22 1.38
O -6.415098 0.300116 5.197139 -0.35 -0.75 -1.01
O -3.184251 -0.406305 3.598943 0.30 -0.38 0.05
H -4.982680 0.252246 2.982625 -0.15 -0.16 -0.05
H -4.987815 -1.454037 3.531347 0.03 0.01 -0.20
H -4.522441 0.947337 5.353304 0.45 -0.04 -0.42
H -4.666334 -0.679145 5.872443 -0.30 -0.39 -0.13
H -6.695433 0.481144 6.094134 0.35 -0.05 0.20
H -2.812222 -1.239444 3.938309 -0.07 0.29 0.17
C -1.385407 -3.062994 3.154452 3.41 0.88 0.29
C -0.491808 -4.314555 3.188269 -1.61 -0.11 0.63
O 0.256655 -4.306699 4.404351 0.33 0.46 -0.18
O -1.966775 -2.812337 4.420482 -1.64 -0.39 -0.54
H -1.944727 -3.012074 2.221614 -1.13 -0.34 0.66
H -0.691281 -2.217452 3.021112 0.15 -0.03 -0.27
H 0.133123 -4.352073 2.295038 0.05 -0.14 0.02
H -1.193128 -5.151690 3.267068 0.25 -0.29 -0.52
H 0.357261 -5.204138 4.727280 0.01 -0.04 -0.04
H -1.352533 -3.077492 5.115256 0.25 -0.10 -0.24
C 6.468317 -1.804733 -4.838694 -0.21 -0.77 0.57
C 6.067198 -3.075289 -4.097830 0.50 -0.08 0.69
O 5.245208 -2.799714 -2.961566 -0.02 -0.09 -0.67
O 5.309448 -1.434064 -5.606563 0.94 0.46 -0.24
H 7.373418 -1.961274 -5.433764 -0.33 -0.26 -0.49
H 6.773613 -1.037136 -4.120772 -0.44 0.11 0.11
H 6.953551 -3.606304 -3.742548 0.14 0.22 0.12
H 5.559604 -3.799289 -4.737473 -0.05 0.23 -0.36
H 4.336520 -2.838999 -3.309403 0.00 0.05 0.44
H 5.617116 -0.760572 -6.224736 -0.45 0.04 -0.01
```
Positions in Å, forces in eV/Å.